Record 1
105
Properties=species:S:1:pos:R:3 method="wB97M-V/def2-TZVPD" lumo_ev=-6.671 multiplicity=1 charge=+2 homo_ev=-12.7 relative_energy_ev=0.154
Au -0.098 1.253 0.414
Br -1.999 -1.497 1.618
As 0.689 1.610 -1.866
S 1.568 -0.209 1.176
Si -1.133 0.617 -3.081
Si 0.694 4.044 -2.203
Si 2.880 0.793 -2.481
O -1.140 2.887 -0.021
O -0.477 5.367 1.922
O -0.483 -4.196 0.745
N -1.314 1.460 2.255
N -1.604 2.824 2.270
N 1.457 -2.580 2.220
N 0.898 -2.543 -0.037
C -1.065 -5.451 -3.283
C 4.086 1.866 -1.566
C 0.055 -5.370 -4.101
C -1.115 -3.022 6.187
C 0.130 -3.742 -0.183
C -2.693 1.222 -2.274
C -1.361 -5.154 4.442
C 1.208 -1.915 1.122
C 3.109 -1.012 -2.086
C -1.026 -4.925 -2.003
C -1.993 6.954 1.087
C -3.175 7.279 0.446
C -4.045 6.286 0.009
C 1.219 -4.767 -3.643
C -1.557 0.740 3.275
C -1.264 -2.773 4.816
C -1.008 4.689 -2.557
C -3.707 4.962 0.212
C -1.656 5.622 1.294
C -0.951 -1.229 -2.895
C 2.328 -3.736 4.852
C 1.555 4.765 -0.731
C 2.914 0.950 -4.336
C 2.834 -4.161 3.477
C 1.795 -4.004 2.376
C -0.919 1.208 -4.830
C -2.513 4.611 0.843
C 1.258 -4.220 -2.370
C -1.382 -3.862 3.945
C -1.221 -5.385 5.806
C 1.724 4.233 -3.749
C -1.297 -1.369 4.424
C -1.096 -4.314 6.680
C -2.139 3.162 0.924
C -1.498 -0.713 3.270
C 0.131 -4.292 -1.554
H -0.989 -4.486 7.742
H -1.130 -0.693 5.262
H -1.509 4.137 -3.355
H 1.814 5.802 -0.962
H -3.023 2.537 0.731
H -1.463 -5.988 3.760
H -1.215 -6.398 6.185
H -1.741 -1.738 -3.454
H 3.742 -3.614 3.210
H 1.286 3.736 -4.616
H 2.651 1.933 -4.718
H 2.099 -4.739 -4.271
H 1.581 -2.006 3.045
H -1.066 -1.516 -1.845
H 0.886 -4.557 2.607
H -3.427 8.321 0.295
H 5.104 1.555 -1.818
H 3.989 2.921 -1.821
H 0.026 -5.795 -5.096
H -2.299 3.044 2.983
H 3.934 0.731 -4.665
H -1.320 7.719 1.449
H -4.370 4.174 -0.129
H -4.974 6.545 -0.480
H 2.483 4.240 -0.499
H 2.121 -2.663 4.917
H -1.485 -3.719 2.882
H 2.332 -1.619 -2.557
H 3.164 -1.220 -1.019
H 2.177 -3.783 -2.000
H 0.920 4.768 0.152
H 2.261 0.207 -4.798
H -2.810 0.794 -1.276
H -1.644 4.705 -1.676
H 3.967 1.760 -0.486
H 3.076 -3.948 5.615
H -2.709 2.308 -2.184
H -1.022 -2.189 6.873
H -1.964 -5.935 -3.640
H 2.179 -4.359 1.419
H 2.760 3.913 -3.639
H -0.462 4.439 2.205
H 1.049 -2.003 -0.877
H -1.906 1.217 4.192
H 1.413 -4.268 5.115
H 4.058 -1.321 -2.533
H 0.028 0.891 -5.268
H 0.003 -1.609 -3.267
H -0.886 5.718 -2.912
H 3.106 -5.217 3.501
H -0.985 2.295 -4.903
H -1.883 -4.994 -1.345
H 1.742 5.305 -3.971
H -1.722 0.790 -5.443
H -3.551 0.910 -2.876

=====

Record 2
138
Properties=species:S:1:pos:R:3 method="wB97M-V/def2-TZVPD" lumo_ev=-0.467 multiplicity=1 homo_ev=-8.6
Br -3.548 -1.364 4.485
Br -3.274 0.548 1.861
Cl -4.956 -3.812 2.356
Cl 1.174 -4.781 -8.387
Cl -1.295 0.282 -4.400
Cl 3.243 0.572 -5.560
Cl 1.292 7.171 -1.214
Cl -4.309 -3.335 9.211
Cl 6.236 4.390 1.467
Cl -2.540 -1.261 -0.656
Cl -6.900 -2.705 4.251
Cl -2.772 5.159 1.274
Cl -8.592 4.395 -1.410
Cl -5.689 -1.495 7.393
Cl -2.850 -1.991 -8.134
Cl -7.237 -7.141 5.770
Cl -9.124 -5.268 4.554
Cl 0.065 -2.308 -4.438
Cl 2.300 -4.200 -3.994
Cl 2.781 -4.796 -1.168
Cl 7.891 2.053 2.096
Cl -8.233 0.742 3.574
Cl 8.180 1.353 -1.478
Cl -4.212 -2.789 -4.377
Cl 11.922 2.102 -0.701
Cl -3.475 -5.453 5.785
Cl 13.314 -0.465 -0.839
Cl 3.945 -2.110 -6.477
Cl -0.911 -1.599 -10.289
Cl 9.054 -1.446 -1.569
Cl -1.138 -6.285 -7.408
Cl -6.113 5.634 -2.347
Cl 3.641 8.666 -2.159
Cl -5.362 -1.939 -1.858
Cl -4.338 1.765 -0.924
Cl -5.548 2.781 1.543
Cl -1.592 -7.445 6.812
Cl -9.829 2.454 1.814
Cl -0.890 3.254 2.450
O 0.698 0.135 4.146
O 1.967 -3.172 5.151
O 3.777 -1.861 5.270
O 3.887 4.773 -3.365
O 2.418 -0.561 -1.385
O 3.907 0.325 1.225
N 2.556 -0.628 2.911
N 3.718 2.257 -1.496
C -8.760 2.390 3.222
C 4.624 5.190 -1.072
C 1.929 8.741 -1.725
C 3.473 4.737 -1.992
C -7.758 5.914 -1.756
C 2.806 -2.052 3.083
C 1.596 -0.463 0.818
C -4.554 -2.842 7.527
C -8.448 -5.887 6.063
C 1.172 -0.261 3.110
C 2.213 0.533 -2.328
C -1.885 -0.712 2.292
C -2.820 -6.245 7.228
C -5.481 2.916 -0.227
C 6.431 2.966 2.503
C -1.487 -1.476 -4.563
C -6.646 -3.799 2.881
C -1.020 -2.499 3.798
C 1.369 -0.647 -0.521
C -0.757 -0.720 1.336
C 2.835 3.403 -1.668
C -0.949 -0.939 -0.033
C -1.377 -1.147 -8.648
C 3.198 -3.759 -2.539
C 3.506 1.279 -2.581
C -2.150 4.445 2.771
C 2.901 -2.359 4.588
C -2.021 -1.481 3.367
C -0.475 -4.684 -7.756
C -5.421 -1.758 -3.609
C 2.871 -0.176 1.582
C 0.074 -0.913 -0.946
C 9.125 0.087 -0.691
C 4.490 -0.684 -5.590
C 0.547 -0.508 1.735
C 13.249 1.121 -0.064
H -5.201 -0.727 -3.865
H 6.535 3.295 3.530
H -2.372 -5.491 7.864
H 5.586 4.894 -1.486
H 5.373 -0.286 -6.075
H -0.571 -1.410 -7.971
H -0.458 -2.088 4.630
H 3.404 1.823 -3.525
H -5.171 3.921 -0.487
H 4.578 6.272 -1.031
H -9.297 2.776 4.081
H 2.961 -2.732 -2.280
H -3.602 -2.540 7.108
H -0.336 -2.783 3.009
H 2.682 5.488 -1.882
H 4.721 -0.970 -4.570
H -6.921 -4.800 3.177
H 5.559 2.335 2.395
H 1.753 0.158 -3.242
H -8.313 6.453 -2.514
H -6.408 -2.027 -3.963
H 1.708 -3.851 4.518
H 2.175 3.544 -0.811
H 10.158 0.414 -0.648
H -4.951 -3.683 6.972
H -0.076 -1.060 -2.003
H 1.497 1.220 -1.883
H -1.102 -4.202 -8.496
H 3.946 5.703 -3.591
H -9.250 -6.306 6.658
H -3.631 -6.739 7.749
H 4.254 -3.859 -2.744
H 4.695 2.511 -1.529
H -6.466 2.716 -0.628
H 1.371 9.071 -2.593
H 14.182 1.640 -0.246
H -7.977 -5.065 6.592
H -0.463 -4.106 -6.838
H 2.027 -2.667 2.611
H -7.265 -3.469 2.055
H 3.740 -2.332 2.610
H 1.807 9.446 -0.912
H -1.560 -3.348 4.208
H -1.734 5.236 3.383
H 2.180 3.173 -2.513
H -2.966 3.956 3.290
H 13.099 0.983 1.000
H -1.560 -0.080 -8.615
H 8.732 -0.067 0.308
H -1.927 -1.691 -5.528
H 4.352 0.604 -2.583
H -7.704 6.498 -0.846
H 4.597 4.768 -0.062
H -2.137 -1.828 -3.773
H -7.887 2.998 3.021

=====

Per-record frontier orbital gap, Eh: 0.2202 0.2972